# 1
124
Properties=species:S:1:pos:R:3:mulliken_charge:R:1 method="wB97M-V/def2-TZVPD" multiplicity=1 relative_energy_kcal_mol=0.00 smiles="CNC(C)=O.CNC(C)=O.CNC(C)=O.CNC(C)=O.CNC(C)=O.CNC(C)=O.C1CCOC1.C1CCOC1.C1CCOC1.C1CCOC1"
C 11.089 21.122 0.988 0.1406
C 10.676 20.880 2.439 -0.7356
C 9.477 21.811 2.597 -0.2349
O 8.866 21.878 1.285 -0.2668
C 9.751 21.335 0.289 0.0345
H 11.615 20.244 0.605 0.4811
H 11.763 21.972 0.886 -0.5957
H 11.464 21.162 3.137 0.3638
H 10.364 19.853 2.618 0.3578
H 9.774 22.836 2.837 0.2811
H 8.734 21.449 3.304 0.1938
H 9.837 22.086 -0.502 -0.2022
H 9.314 20.420 -0.112 0.3603
C 5.769 28.534 1.353 0.3247
C 4.664 29.569 1.657 -0.6967
C 4.306 30.159 0.294 -0.2859
O 5.474 30.005 -0.484 -0.5137
C 5.992 28.724 -0.168 -0.0390
H 5.543 27.512 1.639 -0.2751
H 6.693 28.825 1.852 0.3353
H 5.025 30.342 2.335 0.2972
H 3.787 29.131 2.143 0.2855
H 4.063 31.220 0.347 0.3657
H 3.455 29.633 -0.161 0.1407
H 7.026 28.655 -0.504 0.0648
H 5.457 27.971 -0.774 -0.0182
C 5.468 21.350 4.404 -0.7057
C 5.910 22.696 3.842 0.1802
C 4.618 23.477 3.752 0.3090
O 3.599 22.515 3.477 -0.4084
C 4.001 21.234 3.931 -0.4205
H 5.496 21.322 5.498 0.3352
H 6.070 20.485 4.121 0.3246
H 6.390 22.538 2.873 -0.3083
H 6.652 23.138 4.508 0.4749
H 4.604 24.260 2.998 -0.4836
H 4.367 23.920 4.726 0.2578
H 3.890 20.520 3.110 0.2786
H 3.360 20.882 4.745 0.2671
C 7.489 22.743 -2.648 -0.5857
C 7.568 24.275 -2.741 0.3017
C 6.158 24.700 -2.296 0.2892
O 5.817 23.753 -1.301 -0.3365
C 6.338 22.482 -1.657 -0.3060
H 8.434 22.316 -2.311 0.0503
H 7.289 22.309 -3.628 0.4054
H 7.811 24.611 -3.748 0.6225
H 8.263 24.682 -2.004 -0.5073
H 5.433 24.717 -3.118 0.3973
H 6.158 25.669 -1.795 -0.5924
H 5.565 21.855 -2.111 0.3029
H 6.677 22.010 -0.733 0.1174
C 7.291 25.098 1.183 0.3670
C 8.664 25.678 1.010 0.2262
O 8.866 26.886 0.998 -0.5945
N 9.627 24.759 0.768 0.5834
C 11.012 25.110 0.523 -0.3592
H 6.852 25.347 2.153 0.4071
H 7.254 24.019 1.042 -0.2280
H 6.589 25.549 0.480 -0.7732
H 9.382 23.797 0.955 -0.2115
H 11.242 26.075 0.971 0.0942
H 11.239 25.080 -0.539 -0.1664
H 11.664 24.401 1.038 0.2176
C 3.015 25.996 1.187 -0.4027
C 2.185 27.022 0.458 0.2935
O 2.299 27.200 -0.740 -0.6625
N 1.296 27.714 1.223 -0.1307
C 0.489 28.784 0.688 -0.9187
H 2.661 25.005 0.897 0.3828
H 3.045 26.095 2.271 0.4485
H 4.039 26.048 0.817 -0.2900
H 1.353 27.603 2.220 0.2738
H -0.508 28.447 0.392 0.3100
H 0.965 29.181 -0.208 0.2970
H 0.378 29.587 1.415 0.3575
C 12.608 22.497 -2.415 -0.6538
C 13.718 23.456 -2.074 0.6332
O 13.637 24.194 -1.097 -0.5920
N 14.784 23.444 -2.893 -0.2369
C 15.959 24.278 -2.680 -0.8909
H 12.588 22.180 -3.455 0.4652
H 11.654 22.945 -2.143 -0.1158
H 12.723 21.636 -1.749 0.2176
H 14.786 22.821 -3.681 0.2197
H 16.236 24.775 -3.609 0.3362
H 16.797 23.668 -2.348 0.3130
H 15.709 25.044 -1.955 0.2530
C 10.303 27.122 -2.294 -0.0419
C 10.047 28.563 -2.660 0.2529
O 10.779 29.462 -2.291 -0.7030
N 8.940 28.828 -3.409 -0.1069
C 7.935 27.893 -3.873 -0.3833
H 11.189 27.084 -1.670 0.0635
H 10.487 26.565 -3.216 0.6009
H 9.473 26.700 -1.727 -0.3410
H 8.824 29.797 -3.657 0.2673
H 8.015 27.734 -4.951 0.3196
H 6.932 28.246 -3.632 0.3268
H 8.062 26.937 -3.372 -0.2512
C 13.446 31.076 0.636 -1.0540
C 13.273 30.239 1.868 0.7200
O 14.030 30.338 2.825 -0.6885
N 12.246 29.355 1.859 -0.0279
C 11.274 29.158 0.782 -1.1910
H 13.509 30.442 -0.252 0.2437
H 14.337 31.680 0.752 0.3398
H 12.572 31.711 0.474 0.3112
H 12.222 28.763 2.674 0.2583
H 10.397 28.710 1.242 0.2736
H 11.704 28.509 0.023 0.4403
H 10.974 30.111 0.359 0.4123
C 14.498 22.644 1.894 -0.6062
C 14.393 24.037 2.487 0.8385
O 14.267 24.195 3.692 -0.6989
N 14.442 25.046 1.593 0.0467
C 14.346 26.446 1.965 -1.0035
H 13.885 21.980 2.503 0.1903
H 15.527 22.292 1.937 0.3696
H 14.123 22.591 0.870 -0.0964
H 14.481 24.807 0.612 0.1580
H 15.285 26.959 1.755 0.3735
H 14.190 26.508 3.040 0.3670
H 13.517 26.933 1.454 0.1272

=====

# 2
16
Properties=species:S:1:pos:R:3:nbo_charge:R:1 method="wB97M-V/def2-TZVPD" multiplicity=1 relative_energy_kcal_mol=125.84
C -1.786 0.526 0.952 -0.4340
O 0.504 2.365 -0.975 -0.5707
N -0.043 1.788 0.212 -0.0461
N -0.951 0.938 -0.182 -0.3008
H 1.159 2.989 -0.631 0.4693
H -1.218 0.373 1.875 0.1962
H -2.279 -0.407 0.680 0.2039
H -2.542 1.292 1.121 0.2171
C 0.984 -2.194 -0.747 -0.6772
C 0.900 -0.818 -0.200 0.1899
N 1.587 -0.094 0.486 -0.4988
H 0.997 0.962 0.610 0.3248
H -0.303 -0.098 -0.525 0.2129
H 1.907 -2.680 -0.428 0.2337
H 0.129 -2.783 -0.412 0.2369
H 0.952 -2.160 -1.837 0.2430

=====

# 3
91
Properties=species:S:1:pos:R:3:mulliken_spin:R:1 method="wB97M-V/def2-TZVPD" s_squared=3.783 multiplicity=4 total_charge=+2 total_energy_ev=-164156.7106
N 6.725 -4.396 2.662 0.0215
C 5.957 -3.720 3.532 -0.0091
C 4.926 -2.872 3.118 0.0223
C 4.650 -2.668 1.752 -0.0046
C 5.452 -3.439 0.847 0.0218
C 6.453 -4.281 1.353 -0.0089
C 3.550 -1.785 1.346 0.0573
Co 1.807 0.058 0.777 1.8979
P -3.040 -0.616 -1.543 -0.0209
C 3.104 -1.788 0.011 -0.0383
C 1.708 -1.937 -0.359 -0.0783
C 1.287 -2.551 -1.542 0.0288
C -0.100 -2.775 -1.695 0.1143
C -1.097 -2.363 -0.779 0.5099
C -0.632 -2.043 0.508 0.2131
C 0.738 -1.613 0.648 0.0584
Br -1.372 0.632 -1.004 0.0191
H 3.010 -1.249 2.154 0.0078
H 3.731 -2.254 -0.782 0.0085
H 4.315 -2.381 3.865 -0.0011
H 5.352 -3.448 -0.230 0.0020
H 6.179 -3.820 4.604 -0.0001
H 7.129 -4.902 0.728 0.0000
H 2.033 -2.943 -2.255 0.0084
H 1.129 -1.071 1.643 -0.0085
H -0.370 -3.260 -2.605 0.0265
H -1.124 -2.278 1.452 0.0049
P 1.806 1.522 -1.215 0.0421
C -3.713 -1.476 -0.151 0.0586
C -4.828 -2.437 -0.605 0.0121
H -4.059 -0.733 0.598 0.0082
H -2.885 -2.051 0.313 -0.0089
H -5.179 -2.956 0.289 -0.0008
H -5.653 -1.878 -1.068 -0.0001
H -4.393 -3.195 -1.271 0.0069
C -2.387 -1.599 -2.904 0.0076
C -2.964 -1.547 -4.318 0.0122
H -2.356 -2.623 -2.499 0.0206
H -1.337 -1.279 -2.957 -0.0143
H -2.163 -1.899 -4.990 -0.0009
H -3.821 -2.240 -4.399 -0.0002
H -3.243 -0.516 -4.591 0.0014
C -4.149 0.658 -2.239 0.0014
C -5.299 1.144 -1.349 0.0010
H -4.516 0.256 -3.202 -0.0002
H -3.509 1.513 -2.500 0.0005
H -5.452 2.208 -1.552 0.0002
H -6.219 0.623 -1.629 0.0000
H -5.109 1.012 -0.279 0.0002
C 1.200 3.242 -1.419 -0.0058
C 1.745 4.053 -2.600 0.0017
H 1.427 3.772 -0.485 0.0016
H 0.101 3.164 -1.475 0.0004
H 2.804 4.307 -2.504 -0.0001
H 1.606 3.557 -3.557 -0.0002
H 1.205 4.999 -2.673 0.0001
C 1.501 0.878 -2.932 0.0051
C 2.548 -0.084 -3.463 -0.0031
H 1.421 1.750 -3.604 0.0005
H 0.500 0.415 -2.909 -0.0038
H 3.485 0.430 -3.687 -0.0001
H 2.735 -0.903 -2.766 0.0034
H 2.179 -0.522 -4.393 -0.0002
C 3.602 1.561 -0.986 -0.0015
C 3.919 2.405 0.235 0.0034
H 4.068 1.951 -1.889 0.0035
H 3.937 0.526 -0.855 0.0018
H 4.970 2.306 0.505 0.0006
H 3.725 3.470 0.067 0.0009
H 3.338 2.103 1.126 -0.0056
C -3.060 -0.289 3.620 0.0024
N -2.716 1.097 3.359 -0.0005
C -3.842 1.980 3.470 0.0001
C -1.543 1.398 2.690 0.0027
N -0.755 0.549 2.106 0.0188
N -1.193 2.732 2.679 -0.0012
C -1.570 3.634 3.715 0.0000
C -0.030 3.131 1.948 -0.0232
H -3.731 -0.303 4.494 0.0001
H -2.169 -0.871 3.880 -0.0006
H -3.592 -0.801 2.789 -0.0016
H -3.667 2.748 4.210 0.0000
H -4.131 2.456 2.533 0.0000
H -4.686 1.401 3.839 0.0000
H -1.241 -0.336 2.055 -0.0113
H -0.767 4.379 3.864 0.0000
H -2.480 4.194 3.458 0.0000
H -1.745 3.114 4.669 0.0000
H 0.866 3.186 2.587 -0.0012
H 0.179 2.396 1.183 0.0130
H -0.213 4.080 1.435 -0.0007

=====

# 4
184
Properties=species:S:1:pos:R:3:mulliken_charge:R:1 method="wB97M-V/def2-TZVPD" multiplicity=1 total_charge=+2 total_energy_ev=-100875.2161
C -6.503 -3.370 -0.713 -1.0511
C -7.586 -2.395 -1.221 0.6372
O -8.814 -2.584 -1.136 -0.4505
N -6.967 -1.129 -1.908 -0.1156
H -7.250 -0.374 -1.299 0.3510
H -5.965 -1.245 -1.858 0.3140
C -7.313 -0.783 -3.356 -0.7675
H -5.987 -2.998 0.171 0.3242
H -5.736 -3.562 -1.463 0.3789
H -6.921 -4.371 -0.601 0.3294
H -8.393 -0.674 -3.454 0.3482
H -6.947 -1.648 -3.909 0.3566
H -6.784 0.144 -3.579 0.3205
C 5.286 -6.666 -4.058 -0.9755
C 3.800 -6.960 -3.930 0.5889
O 2.931 -6.759 -4.794 -0.4581
N 3.310 -7.298 -2.510 -0.0942
H 3.030 -8.259 -2.370 0.3533
H 4.008 -7.127 -1.801 0.3344
C 2.058 -6.421 -2.137 -0.7779
H 5.537 -7.018 -5.059 0.3331
H 5.809 -7.195 -3.262 0.3869
H 5.576 -5.619 -3.968 0.2684
H 1.116 -6.918 -2.368 0.3329
H 1.955 -5.459 -2.639 0.2950
H 2.088 -6.231 -1.064 0.3769
C 0.699 -1.604 0.275 -1.0431
C 0.458 -0.100 0.079 0.4391
O 0.913 0.545 -0.859 -0.5194
N -0.411 0.533 1.154 0.1032
H -0.008 0.199 2.018 0.3420
H -0.131 1.502 1.220 0.3031
C -1.922 0.411 0.735 -0.9636
H -0.239 -2.144 0.152 0.3426
H 1.377 -1.782 1.110 0.3911
H 1.401 -2.017 -0.451 0.3508
H -2.097 0.562 -0.331 0.3850
H -2.554 1.126 1.261 0.4945
H -2.348 -0.578 0.903 0.3202
C -4.203 8.158 0.935 -1.2382
C -4.076 7.617 -0.565 -0.7363
C -2.610 7.169 -0.834 -0.3846
C -2.308 7.308 -2.237 -0.7249
N -1.000 6.519 -2.700 0.1531
C -1.126 4.964 -2.440 -0.3516
C -1.897 4.373 -3.613 -0.5493
C -1.910 5.500 -4.768 -0.7286
C -0.924 6.500 -4.281 -0.5555
C 0.168 7.346 -2.224 -0.8847
H -3.381 7.766 1.533 0.4002
H -5.133 7.826 1.399 0.3684
H -4.254 9.243 0.839 0.3036
H -4.475 8.358 -1.256 0.4686
H -4.740 6.753 -0.615 0.3596
H -2.580 6.196 -0.343 0.2696
H -2.015 7.897 -0.282 0.2757
H -2.231 8.358 -2.518 0.2891
H -3.160 6.800 -2.689 0.3384
H -0.099 4.600 -2.468 0.4503
H -1.739 4.835 -1.548 0.1330
H -1.328 3.468 -3.827 0.4048
H -2.935 4.055 -3.516 0.2813
H -1.581 5.187 -5.759 0.3789
H -2.917 5.916 -4.759 0.3209
H 0.106 6.220 -4.503 0.4778
H -1.156 7.544 -4.489 0.4110
H 0.033 7.604 -1.173 0.3579
H 0.302 8.260 -2.803 0.3223
H 0.988 6.631 -2.285 0.3840
C 3.849 -0.420 -12.820 -1.3095
C 3.892 -1.328 -11.546 -0.6079
C 3.188 -0.801 -10.263 -0.4585
C 3.387 -1.805 -9.084 -0.8122
N 3.459 -1.242 -7.601 0.2964
C 4.658 -0.210 -7.488 -0.6166
C 5.150 -0.283 -6.027 -0.5071
C 4.222 -1.245 -5.341 -0.9180
C 3.738 -2.184 -6.472 -0.5503
C 2.124 -0.510 -7.313 -1.0947
H 3.966 0.664 -12.826 0.3465
H 2.808 -0.578 -13.101 0.3326
H 4.478 -0.783 -13.632 0.3397
H 4.954 -1.357 -11.302 0.3862
H 3.495 -2.325 -11.739 0.3446
H 2.142 -0.527 -10.402 0.4561
H 3.650 0.147 -9.986 0.3129
H 4.341 -2.328 -9.152 0.4158
H 2.582 -2.540 -9.107 0.4636
H 4.302 0.777 -7.784 0.3784
H 5.484 -0.462 -8.153 0.3243
H 5.191 0.723 -5.607 0.3126
H 6.175 -0.648 -5.975 0.3473
H 3.335 -0.844 -4.851 0.3237
H 4.711 -1.817 -4.553 0.4633
H 2.851 -2.711 -6.119 0.4232
H 4.573 -2.803 -6.801 0.3849
H 2.145 0.314 -8.027 0.4105
H 2.218 -0.136 -6.293 0.4049
H 1.195 -1.078 -7.262 0.4017
C 5.632 -1.446 6.556 -1.2521
C 6.349 -1.973 5.334 -0.7449
C 6.942 -0.862 4.449 -0.7315
C 6.007 0.072 3.745 -0.6333
N 6.818 1.136 2.947 0.2088
C 7.490 2.167 3.953 -0.6211
C 7.390 3.508 3.266 -0.6592
C 6.433 3.433 2.156 -0.5355
C 5.905 2.017 2.159 -0.7732
C 7.921 0.552 2.044 -1.0055
H 5.205 -2.266 7.133 0.3546
H 5.053 -0.524 6.503 0.3146
H 6.391 -1.036 7.223 0.3643
H 5.777 -2.608 4.658 0.3670
H 7.122 -2.651 5.695 0.4021
H 7.302 -1.587 3.718 0.2718
H 7.845 -0.371 4.811 0.4715
H 5.388 0.604 4.469 0.5563
H 5.404 -0.534 3.069 0.4624
H 8.489 1.784 4.163 0.4053
H 6.881 2.181 4.857 0.3701
H 8.338 3.835 2.839 0.2981
H 7.236 4.355 3.935 0.4178
H 6.873 3.673 1.188 0.3271
H 5.580 4.078 2.363 0.3161
H 5.904 1.603 1.150 0.3950
H 4.874 1.955 2.509 0.4879
H 7.707 -0.282 1.376 0.3848
H 8.642 0.145 2.753 0.4212
H 8.427 1.291 1.424 0.3552
C -9.103 -3.751 8.935 -1.2011
C -8.869 -2.195 8.551 -0.7086
C -7.643 -2.105 7.667 0.1678
C -6.500 -1.880 8.597 -1.0458
N -5.065 -1.951 7.958 0.1789
C -4.872 -3.186 7.024 -0.7557
C -5.271 -2.767 5.553 -0.6527
C -5.163 -1.237 5.560 -0.4870
C -4.683 -0.852 6.988 -0.8115
C -3.978 -1.918 9.127 -1.0057
H -10.055 -3.932 9.434 0.3942
H -8.611 -4.000 9.875 0.3013
H -8.758 -4.474 8.195 0.3399
H -8.753 -1.725 9.528 0.3733
H -9.778 -1.887 8.035 0.3515
H -7.682 -1.290 6.944 0.2367
H -7.519 -3.040 7.120 0.1797
H -6.432 -2.650 9.365 0.3925
H -6.522 -0.915 9.105 0.2800
H -3.793 -3.312 6.945 0.5496
H -5.462 -3.930 7.559 0.4080
H -4.605 -3.183 4.797 0.4100
H -6.252 -3.086 5.201 0.3006
H -4.586 -0.850 4.720 0.4141
H -6.213 -0.996 5.399 0.2565
H -3.599 -0.742 7.008 0.5216
H -5.112 0.092 7.324 0.3394
H -4.103 -2.703 9.873 0.3846
H -4.175 -1.057 9.765 0.4396
H -2.943 -1.998 8.796 0.4387
O 0.179 -2.989 6.043 -0.4813
C 0.155 -2.149 5.067 0.7377
O -0.570 -2.356 4.150 -0.7166
O 0.957 -1.205 5.142 -0.7921
H 0.923 -2.602 6.510 0.2903
O -3.308 -1.559 -5.338 -0.4609
C -2.745 -2.000 -4.190 0.6742
O -3.186 -1.734 -3.092 -0.7151
O -1.650 -2.628 -4.313 -0.7866
H -2.556 -1.990 -5.751 0.3034
O 6.686 -5.594 1.598 -0.5322
C 5.593 -5.294 1.004 0.7609
O 4.777 -6.214 1.055 -0.7875
O 5.432 -4.341 0.284 -0.7823
H 6.109 -6.351 1.721 0.3835
O 0.698 5.815 3.896 -0.4879
C 0.214 4.842 3.204 0.7442
O -0.659 4.169 3.719 -0.7442
O 0.574 4.657 2.049 -0.8083
H 0.109 5.437 4.554 0.3201
O -6.757 3.644 2.235 -0.4562
C -6.841 2.706 1.220 0.6707
O -6.003 2.689 0.304 -0.7053
O -7.764 1.854 1.330 -0.7623
H -6.147 4.090 1.643 0.2735

=====

# 5
24
Properties=species:S:1:pos:R:3:nbo_charge:R:1 method="wB97M-V/def2-TZVPD" multiplicity=1 relative_energy_kcal_mol=151.03
C 2.856 1.068 0.441 -0.4693
N 1.903 0.097 -0.048 -0.2619
C 1.242 0.554 -1.151 -0.2735
C -2.620 -0.667 0.379 -0.6088
C -1.577 -0.064 1.343 -0.3987
C -0.544 -0.921 2.037 -0.6117
C 0.064 -0.383 -1.567 -0.2762
N -1.052 0.391 -1.824 -0.5433
H 3.011 1.929 -0.196 0.1767
H 2.497 1.454 1.396 0.2188
H 3.813 0.573 0.607 0.2270
H 0.824 1.596 -1.073 0.2159
H 1.948 0.515 -1.980 0.2774
H -3.475 -0.966 0.987 0.1950
H -2.888 0.046 -0.372 0.2385
H -1.063 0.708 0.766 0.1915
H -2.112 0.527 2.091 0.1884
H 0.029 -0.337 2.733 0.2092
H -0.955 -1.866 2.382 0.2008
H 0.122 -1.278 1.264 0.2067
H 0.370 -1.049 -2.381 0.1811
H -0.102 -1.082 -0.763 0.2140
H -0.968 0.693 -2.791 0.3119
H -2.236 -1.573 -0.082 0.1907